Computed, not measured: a 2-piece molecular cluster, C3H12N2OS overall, with ωB97M-V with the def2-TZVPD basis set.

HOMO ... -0.324 hartree
Kohn-Sham gap ... 0.34398 Eh
Spin multiplicity ... 1
LUMO energy ... 0.02038 Ha

```
19
Properties=species:S:1:pos:R:3:nbo_charge:R:1
H 0.298 -1.146 0.231 0.35
S -0.414 1.966 1.562 -0.04
H -0.837 -2.601 2.024 0.47
H -1.330 1.181 0.990 0.14
H 0.544 2.584 -0.596 0.21
O -1.115 -2.769 1.111 -0.92
H -1.388 -1.011 -1.264 0.19
H 2.072 0.573 -0.907 0.18
H 0.807 -1.373 -3.033 0.35
H 0.608 -2.466 -1.873 0.34
C 1.321 0.583 -0.105 -0.23
H 1.645 2.578 0.687 0.23
H -0.544 0.167 -2.232 0.18
N 0.241 -0.339 -0.358 -0.66
H 1.932 0.235 0.724 0.20
N 0.113 -1.767 -2.402 -0.84
H -0.282 -2.776 0.635 0.45
C 0.831 1.985 0.272 -0.54
C -0.429 -0.674 -1.576 -0.06
```